1.
DFT (the ωB97M-V functional and the def2-TZVPD basis) results for a cluster of 5 separate species, C41H95BFN6O4P in total at a distorted geometry.

Each line ends with the Löwdin charge.
Geometry (Å):
1 C -2.792 2.295 -3.139  -0.1107
2 C -2.457 0.800 -3.162  -0.2708
3 C -1.507 0.463 -2.000  -0.1975
4 C -0.477 -0.661 -2.307  -0.1816
5 C -0.971 -1.992 -1.728  -0.1389
6 C -0.387 -3.316 -2.309  -0.1785
7 B 1.149 -3.011 -2.522  -0.6398
8 O 2.054 -3.164 -1.476  0.1645
9 O 1.602 -2.521 -3.713  0.0216
10 C 2.979 -2.752 -4.021  -0.0526
11 C -0.676 -4.481 -1.285  -0.1822
12 N -0.695 -4.281 0.143  0.0044
13 C 0.543 -4.366 0.904  -0.1991
14 C 0.901 -3.072 1.639  -0.1948
15 C 2.397 -2.765 1.792  -0.2522
16 C 2.561 -1.260 2.013  -0.1124
17 C -2.084 -4.973 -1.692  -0.3788
18 O -2.845 -5.701 -1.038  0.0612
19 N -2.362 -4.397 -2.909  0.0838
20 C -1.180 -3.808 -3.561  -0.4144
21 C -0.593 -4.948 -4.417  -0.3312
22 C 0.552 -4.654 -5.355  -0.0059
23 F -0.220 -6.033 -3.625  0.0124
24 P -2.027 -2.508 -4.610  0.9964
25 C -2.966 -3.539 -5.819  -0.2470
26 O -0.828 -1.935 -5.607  -0.3012
27 H -3.041 2.556 -2.112  0.0604
28 H -1.930 2.890 -3.424  0.0713
29 H -3.658 2.525 -3.752  0.0657
30 H -2.024 0.505 -4.110  0.0725
31 H -3.395 0.277 -3.001  0.0977
32 H -0.950 1.371 -1.774  0.0981
33 H -2.086 0.207 -1.115  0.0978
34 H -0.346 -0.687 -3.383  0.0791
35 H 0.454 -0.353 -1.837  0.1142
36 H -0.792 -1.947 -0.659  0.0930
37 H -2.053 -2.031 -1.847  0.1124
38 H 2.477 -4.021 -1.452  0.1090
39 H 3.228 -3.792 -3.822  0.0891
40 H 3.128 -2.610 -5.085  0.0935
41 H 3.610 -2.081 -3.451  0.0970
42 H 0.066 -5.256 -1.452  0.1493
43 H -1.306 -3.550 0.463  0.1098
44 H 1.356 -4.727 0.288  0.0970
45 H 0.410 -5.129 1.675  0.1120
46 H 0.425 -2.202 1.191  0.0759
47 H 0.487 -3.157 2.643  0.1124
48 H 2.972 -3.115 0.942  0.0883
49 H 2.772 -3.239 2.696  0.1037
50 H 2.083 -1.004 2.957  0.0729
51 H 2.004 -0.712 1.256  0.0583
52 H 3.596 -0.940 2.009  0.0697
53 H -3.074 -4.814 -3.484  0.1238
54 H -1.418 -5.297 -5.035  0.1177
55 H 0.340 -3.833 -6.029  0.0768
56 H 1.481 -4.506 -4.828  0.0589
57 H 0.696 -5.544 -5.966  0.0926
58 H -3.690 -4.185 -5.337  0.0360
59 H -3.495 -2.865 -6.483  0.0366
60 H -2.283 -4.126 -6.432  0.0392
61 H -1.173 -1.179 -6.081  0.0478
62 C -3.925 3.970 1.950  -0.0870
63 C -3.291 2.615 1.673  -0.2749
64 N -2.454 2.145 2.760  -0.1948
65 C -1.622 1.015 2.395  -0.2505
66 C -2.312 -0.307 2.035  -0.0698
67 C -3.089 2.072 4.063  -0.2400
68 C -4.346 1.203 4.201  -0.0770
69 H -3.165 4.707 2.213  0.0792
70 H -4.445 4.322 1.058  0.0718
71 H -4.657 3.925 2.757  0.0647
72 H -2.657 2.712 0.787  0.1098
73 H -4.086 1.899 1.408  0.1031
74 H -0.909 0.828 3.203  0.1131
75 H -1.010 1.325 1.540  0.0971
76 H -2.713 -0.816 2.911  0.0594
77 H -1.595 -0.986 1.566  0.0472
78 H -3.126 -0.151 1.325  0.0669
79 H -3.344 3.089 4.372  0.1026
80 H -2.341 1.742 4.787  0.1124
81 H -5.053 1.362 3.386  0.0689
82 H -4.862 1.455 5.130  0.0616
83 H -4.105 0.142 4.246  0.0478
84 C -2.916 -1.441 7.011  -0.0902
85 C -3.207 -1.501 8.502  -0.2741
86 N -3.582 -0.216 9.058  -0.2008
87 C -3.585 -0.191 10.509  -0.2516
88 C -4.596 -1.077 11.248  -0.0863
89 C -4.697 0.447 8.406  -0.2457
90 C -6.037 -0.296 8.332  -0.0781
91 H -2.168 -0.678 6.791  0.0783
92 H -2.530 -2.402 6.669  0.0743
93 H -3.813 -1.224 6.429  0.0549
94 H -2.300 -1.831 9.015  0.1176
95 H -3.965 -2.281 8.683  0.1026
96 H -3.715 0.845 10.834  0.1107
97 H -2.580 -0.473 10.840  0.1087
98 H -5.608 -0.678 11.188  0.0545
99 H -4.333 -1.128 12.306  0.0693
100 H -4.604 -2.097 10.865  0.0655
101 H -4.390 0.695 7.387  0.0824
102 H -4.848 1.414 8.894  0.1154
103 H -5.913 -1.336 8.027  0.0672
104 H -6.681 0.184 7.592  0.0700
105 H -6.572 -0.279 9.281  0.0541
106 C 4.036 3.764 -1.645  -0.0904
107 C 2.938 3.672 -0.601  -0.2733
108 N 3.325 3.005 0.626  -0.1939
109 C 2.176 2.692 1.455  -0.2560
110 C 1.354 3.865 2.002  -0.0747
111 C 4.490 3.543 1.301  -0.2460
112 C 4.470 5.024 1.704  -0.0822
113 H 4.445 2.777 -1.866  0.0701
114 H 3.622 4.173 -2.567  0.0679
115 H 4.854 4.417 -1.336  0.0707
116 H 2.112 3.102 -1.036  0.1158
117 H 2.548 4.687 -0.418  0.1017
118 H 2.485 2.062 2.294  0.1094
119 H 1.508 2.058 0.861  0.0960
120 H 1.857 4.372 2.825  0.0584
121 H 0.403 3.491 2.391  0.0591
122 H 1.122 4.601 1.233  0.0664
123 H 5.358 3.378 0.656  0.1015
124 H 4.681 2.932 2.186  0.1140
125 H 4.100 5.662 0.901  0.0659
126 H 5.485 5.353 1.938  0.0705
127 H 3.863 5.202 2.590  0.0546
128 C 2.776 0.719 -6.093  -0.0862
129 C 3.855 1.416 -6.912  -0.2741
130 N 4.258 2.694 -6.362  -0.1985
131 C 5.067 3.489 -7.268  -0.2505
132 C 6.444 2.949 -7.673  -0.0859
133 C 4.699 2.650 -4.979  -0.2562
134 C 5.865 1.717 -4.624  -0.0736
135 H 1.902 1.358 -5.959  0.0801
136 H 2.456 -0.186 -6.611  0.0712
137 H 3.142 0.418 -5.111  0.0587
138 H 3.460 1.589 -7.917  0.1179
139 H 4.706 0.725 -7.030  0.1011
140 H 5.189 4.484 -6.833  0.1113
141 H 4.479 3.641 -8.179  0.1089
142 H 7.171 3.036 -6.867  0.0548
143 H 6.830 3.527 -8.516  0.0695
144 H 6.400 1.906 -7.987  0.0652
145 H 3.841 2.370 -4.364  0.0910
146 H 4.947 3.666 -4.662  0.1105
147 H 5.757 0.732 -5.081  0.0654
148 H 5.900 1.571 -3.542  0.0629
149 H 6.828 2.129 -4.922  0.0565

Values from the calculation:
maximum force: 0.052 hartree/bohr
total energy: -73872.72564 eV
HOMO: -8.07 eV


2.
DFT (the ωB97M-V functional and the def2-TZVPD basis) results for a structure of composition C41H97N5NiO14 at a distorted geometry.

Each line ends with the Löwdin spin population.
Geometry (Å):
1 Ni 0.771 3.431 -1.921  1.7489
2 C -0.224 0.704 0.794  0.0005
3 C 0.131 1.492 -0.246  0.0066
4 C 0.575 0.823 -1.683  0.0068
5 O 1.015 1.582 -2.619  0.0620
6 C 0.498 -0.552 -1.820  0.0007
7 C -0.001 -1.280 -0.750  -0.0002
8 C -0.188 -0.645 0.608  -0.0002
9 O -0.340 -1.394 1.564  -0.0020
10 O -0.233 -2.468 -0.806  -0.0017
11 O 0.207 2.787 -0.089  0.0641
12 H -0.476 1.088 1.761  0.0002
13 H 0.583 -1.087 -2.778  0.0001
14 C 3.895 -2.381 -2.680  0.0000
15 C 3.955 -1.282 -3.758  0.0000
16 C 2.842 -1.411 -4.774  0.0000
17 O 3.919 0.062 -3.085  0.0002
18 H 4.200 -3.355 -3.079  0.0000
19 H 2.865 -2.509 -2.324  0.0000
20 H 4.502 -2.084 -1.815  0.0000
21 H 4.920 -1.309 -4.291  0.0000
22 H 3.072 -0.585 -5.460  0.0000
23 H 1.865 -1.243 -4.315  0.0000
24 H 2.877 -2.387 -5.281  0.0000
25 H 2.991 0.364 -3.005  0.0001
26 C -3.113 -0.259 3.514  0.0000
27 C -1.777 0.143 4.202  0.0000
28 C -2.060 0.735 5.621  0.0000
29 O -0.946 -0.975 4.312  0.0000
30 H -3.631 -0.916 4.210  0.0000
31 H -2.936 -0.781 2.574  0.0000
32 H -3.674 0.630 3.221  0.0000
33 H -1.268 0.913 3.593  0.0000
34 H -2.397 0.015 6.362  0.0000
35 H -2.706 1.611 5.591  0.0000
36 H -1.094 1.034 6.000  0.0000
37 H -0.642 -1.248 3.431  0.0000
38 C -2.928 -2.363 -5.131  0.0000
39 C -1.805 -1.654 -4.355  0.0000
40 C -1.257 -0.526 -5.260  0.0000
41 O -2.392 -1.144 -3.150  -0.0001
42 H -3.148 -3.345 -4.691  0.0000
43 H -2.670 -2.455 -6.191  0.0000
44 H -3.831 -1.780 -4.986  0.0000
45 H -1.013 -2.388 -4.120  0.0000
46 H -0.983 -0.891 -6.253  0.0000
47 H -0.360 -0.081 -4.803  0.0001
48 H -2.079 0.171 -5.401  0.0000
49 H -1.652 -0.974 -2.544  0.0000
50 C 1.783 -6.714 0.940  0.0000
51 C 1.124 -5.355 0.894  0.0000
52 C 1.909 -4.274 1.685  0.0000
53 O 1.087 -4.995 -0.506  0.0000
54 H 2.816 -6.604 0.648  0.0000
55 H 1.378 -7.484 0.284  0.0000
56 H 1.654 -7.051 1.967  0.0000
57 H 0.111 -5.450 1.295  0.0000
58 H 1.720 -4.421 2.767  0.0000
59 H 1.494 -3.297 1.403  0.0000
60 H 2.955 -4.271 1.417  0.0000
61 H 0.754 -4.085 -0.588  0.0000
62 C -0.270 -6.892 -2.736  0.0000
63 C 0.913 -6.302 -3.545  0.0000
64 C 0.560 -4.883 -3.910  0.0000
65 O 2.136 -6.395 -2.806  0.0000
66 H -1.167 -6.973 -3.357  0.0000
67 H -0.467 -6.263 -1.857  0.0000
68 H 0.027 -7.909 -2.430  0.0000
69 H 1.066 -6.903 -4.439  0.0000
70 H 0.079 -4.442 -3.037  0.0000
71 H -0.180 -4.755 -4.691  0.0000
72 H 1.480 -4.466 -4.304  0.0000
73 H 1.996 -5.975 -1.939  0.0000
74 C -2.032 4.703 4.379  0.0000
75 C -2.006 3.960 3.068  0.0000
76 C -3.140 4.392 2.126  0.0000
77 O -4.387 3.993 2.693  0.0000
78 C -5.491 4.491 2.051  0.0000
79 N -0.758 4.162 2.383  0.0007
80 H -1.886 5.784 4.287  0.0000
81 H -1.303 4.198 4.999  0.0000
82 H -3.017 4.604 4.826  0.0000
83 H -2.206 2.909 3.239  0.0000
84 H -3.036 3.839 1.200  0.0000
85 H -3.067 5.471 1.983  0.0000
86 H -5.283 4.381 0.983  0.0000
87 H -5.671 5.561 2.134  0.0000
88 H -6.320 3.858 2.351  0.0000
89 H 0.029 4.095 2.999  0.0000
90 H -0.604 3.484 1.649  0.0003
91 C 3.709 2.409 -0.275  -0.0003
92 C 3.206 3.819 -0.509  0.0013
93 C 4.304 4.860 -0.164  0.0008
94 O 3.833 6.124 -0.547  0.0002
95 C 4.632 7.169 -0.109  0.0000
96 N 2.733 3.938 -1.897  0.0359
97 H 2.978 1.672 -0.597  -0.0002
98 H 4.021 2.205 0.744  0.0000
99 H 4.554 2.187 -0.917  0.0000
100 H 2.344 4.139 0.074  0.0000
101 H 5.164 4.587 -0.789  0.0001
102 H 4.548 4.782 0.892  0.0000
103 H 5.614 7.104 -0.577  0.0000
104 H 4.864 7.153 0.956  0.0000
105 H 4.185 8.107 -0.384  0.0000
106 H 3.452 3.594 -2.526  0.0027
107 H 2.750 4.934 -2.073  0.0033
108 C -4.391 -4.007 2.507  0.0000
109 C -3.154 -4.412 1.780  0.0000
110 C -3.146 -3.698 0.433  0.0000
111 O -4.347 -3.970 -0.239  0.0000
112 C -4.272 -3.467 -1.542  0.0000
113 N -1.899 -4.109 2.485  0.0000
114 H -5.226 -4.310 1.878  0.0000
115 H -4.452 -2.918 2.674  0.0000
116 H -4.442 -4.380 3.512  0.0000
117 H -3.126 -5.487 1.523  0.0000
118 H -2.263 -3.961 -0.176  0.0000
119 H -3.032 -2.655 0.723  0.0000
120 H -5.089 -3.859 -2.133  0.0000
121 H -3.324 -3.627 -2.047  0.0000
122 H -4.403 -2.381 -1.487  0.0000
123 H -1.174 -3.727 1.887  0.0000
124 H -1.995 -3.458 3.237  0.0000
125 C -3.376 4.946 -2.760  0.0018
126 C -1.869 4.998 -2.629  0.0028
127 C -1.464 5.626 -1.355  0.0014
128 O 0.015 5.552 -1.378  0.0302
129 C 0.610 6.145 -0.212  0.0004
130 N -1.300 3.616 -2.680  0.0290
131 H -3.653 4.308 -3.583  0.0001
132 H -3.884 5.921 -2.797  0.0003
133 H -3.689 4.480 -1.817  0.0000
134 H -1.377 5.543 -3.444  0.0001
135 H -1.777 5.076 -0.460  0.0000
136 H -1.753 6.675 -1.384  0.0006
137 H 0.042 7.075 -0.096  0.0006
138 H 1.658 6.328 -0.433  0.0001
139 H 0.497 5.581 0.713  0.0000
140 H -1.930 3.021 -2.132  -0.0001
141 H -1.308 3.230 -3.622  0.0019
142 C 3.430 -1.438 4.941  0.0000
143 C 2.809 -0.095 4.461  0.0000
144 C 2.470 -0.209 3.034  0.0000
145 O 3.685 -0.284 2.269  0.0000
146 C 3.494 -0.828 1.006  0.0000
147 N 1.651 0.426 5.180  0.0000
148 H 3.877 -1.332 5.922  0.0000
149 H 4.155 -1.709 4.148  0.0000
150 H 2.730 -2.250 5.114  0.0000
151 H 3.626 0.651 4.484  0.0000
152 H 1.940 0.654 2.620  0.0000
153 H 1.865 -1.096 2.829  0.0000
154 H 3.296 -1.900 1.047  0.0000
155 H 4.395 -0.645 0.419  0.0000
156 H 2.602 -0.356 0.575  0.0000
157 H 1.869 0.603 6.143  0.0000
158 H 0.875 -0.233 5.164  0.0000

Values from the calculation:
maximum force: 0.047 hartree/bohr
total energy: -121246.84922 eV
HOMO (spin up / spin down): -8.10 / -8.10 eV
2S+1: 3